Computed, not measured: a molecular structure, C34H35N5O3PReS at a distorted geometry, with the ωB97M-V functional and the def2-TZVPD basis.

XYZ file:
```
80
Properties=species:S:1:pos:R:3:forces:R:3
Re 1.109 -0.262 0.033 -0.845 -0.584 -1.765
N 1.602 1.944 2.130 0.175 0.074 -0.294
P 0.234 0.952 1.912 -0.346 0.874 2.028
C -0.016 0.140 3.519 -0.065 0.054 -0.859
C -0.346 0.929 4.620 -0.127 -0.043 -0.045
C -0.499 0.322 5.856 0.024 0.268 -0.070
C -0.311 -1.046 5.991 0.017 -0.101 -0.034
C 0.019 -1.826 4.892 0.023 0.023 -0.011
C 0.169 -1.232 3.651 -0.091 -0.038 -0.116
C -1.066 2.165 1.625 0.023 -0.294 -0.150
C -2.395 1.813 1.863 0.130 -0.122 0.133
C -3.411 2.699 1.542 0.040 0.077 0.093
C -3.102 3.941 1.004 0.034 -0.132 0.055
C -1.781 4.288 0.750 0.095 0.008 0.106
C -0.763 3.397 1.039 0.004 0.026 0.070
C 2.844 1.569 1.704 0.163 0.449 0.324
C 3.997 2.198 2.199 0.066 -0.157 -0.124
C 5.234 1.745 1.809 -0.380 -0.046 0.011
C 5.305 0.680 0.908 -0.344 -0.250 -0.265
C 4.141 0.144 0.423 1.135 -0.243 -0.197
N 2.915 0.574 0.788 -0.903 0.189 0.156
H 1.564 2.713 2.790 -0.046 -0.093 -0.033
H -0.509 1.993 4.505 -0.042 0.055 0.076
H -0.774 0.927 6.708 0.019 -0.025 0.072
H -0.429 -1.509 6.958 -0.028 -0.035 0.096
H 0.154 -2.892 4.996 0.006 -0.066 0.063
H 0.410 -1.829 2.781 -0.034 -0.052 0.131
H -2.624 0.855 2.307 -0.119 -0.102 0.061
H -4.439 2.426 1.724 -0.072 -0.023 0.044
H -3.892 4.639 0.778 -0.101 0.082 -0.036
H -1.547 5.253 0.324 0.011 0.019 -0.023
H 0.259 3.655 0.805 0.078 0.085 -0.014
H 3.913 3.015 2.898 -0.148 0.031 0.103
H 6.135 2.183 2.209 0.078 0.121 0.033
H 6.254 0.279 0.597 0.108 -0.084 -0.109
H 4.173 -0.688 -0.267 0.015 -0.026 0.042
S 2.042 -2.398 0.784 -0.109 0.922 -0.093
C 1.281 -3.688 -0.135 -0.123 0.116 -0.164
N 1.945 -4.820 -0.263 0.123 0.376 0.339
C 1.435 -5.945 -1.039 -0.356 -0.544 -0.431
C 0.492 -5.423 -2.118 -0.035 0.081 0.192
C -0.571 -4.555 -1.456 -0.192 -0.516 -0.407
N 0.096 -3.515 -0.686 0.055 0.186 0.150
H 2.827 -4.933 0.223 -0.094 0.155 -0.084
H 0.913 -6.643 -0.378 0.086 0.056 -0.013
H 2.284 -6.467 -1.477 0.008 0.045 0.050
H 0.028 -6.250 -2.650 0.005 -0.052 0.059
H 1.046 -4.833 -2.850 0.037 -0.017 -0.023
H -1.209 -5.154 -0.799 0.050 0.088 -0.025
H -1.211 -4.065 -2.190 0.042 -0.037 0.023
H -0.405 -2.647 -0.535 0.067 -0.141 0.051
N 2.073 -0.530 -2.040 -0.101 -0.339 1.194
C 1.460 0.294 -3.035 -0.593 1.047 -1.301
C 0.401 -0.180 -3.809 0.514 -0.086 0.564
C -0.148 0.631 -4.785 0.026 0.294 -0.084
C 0.341 1.918 -4.982 0.075 -0.115 0.144
C 1.379 2.397 -4.191 -0.243 0.006 -0.185
C 1.937 1.594 -3.217 -0.070 -0.671 0.263
H 3.057 -0.259 -1.966 -0.141 -0.302 -0.087
H 2.020 -1.511 -2.319 0.209 0.125 0.039
H 0.020 -1.181 -3.647 -0.026 -0.142 -0.070
H -0.945 0.254 -5.406 -0.099 -0.028 -0.048
H -0.076 2.541 -5.757 -0.060 0.060 -0.074
H 1.763 3.393 -4.345 0.033 0.108 -0.026
H 2.749 1.955 -2.601 0.168 0.098 0.023
O -2.099 2.813 -2.000 0.620 0.580 -0.227
C -2.992 1.885 -1.724 -0.500 -0.796 0.189
C -4.355 2.159 -1.938 0.509 0.076 -0.027
C -5.304 1.194 -1.697 0.332 0.040 0.083
C -4.940 -0.067 -1.204 0.372 -0.309 0.128
C -3.611 -0.352 -0.967 -0.902 -0.139 -0.024
C -2.623 0.605 -1.223 0.858 0.492 -0.192
C -1.241 0.318 -0.920 -2.098 1.049 -0.833
O -0.871 -0.840 -0.532 1.774 -1.255 0.999
O -0.316 1.195 -0.959 1.830 -0.569 0.578
H -1.191 2.512 -1.781 -0.552 0.224 -0.143
H -4.632 3.136 -2.300 0.014 0.105 -0.101
H -6.343 1.420 -1.884 -0.098 -0.002 -0.003
H -5.707 -0.802 -1.012 0.034 -0.067 0.039
H -3.323 -1.309 -0.560 -0.005 -0.118 0.006
```
Forces are in eV/Å.

Its molar mass is 810.934 g mol⁻¹. As for the expectation value of S²: 3.78. The largest force on an atom comes out at 2.5 eV/Å. Its spin multiplicity is 4. As for the total charge: +3. The relative energy (zero: lowest compared OMol25 entry of this formula, charge and spin) is 22.2 kcal/mol. The calculation puts the HOMO-LUMO gap (spin up / spin down) at 6.39 / 4.98 eV. The calculation puts the HOMO energy (spin up / spin down) at -15.73 / -15.71 eV.